C4H6N2O3 | ωB97M-V with the def2-TZVPD basis set

Geometry as ORCA input:
```
! RIJCOSX wB97M-V def2-TZVPD def2/J DEFGRID3
* xyz 0 1
C -1.627 1.413 0.279
C -2.397 0.360 -0.026
O -2.015 -0.958 -0.256
C -0.765 -1.369 -0.133
N 0.268 -0.624 0.005
O 1.466 -1.406 0.035
C 2.618 -0.684 0.138
N 2.900 0.543 -0.025
O 1.908 1.429 -0.409
H -2.099 2.423 0.291
H -0.620 1.328 0.714
H -3.430 0.474 -0.321
H -0.729 -2.461 -0.146
H 3.414 -1.360 0.418
H 1.106 0.893 -0.565
*
```

Computed properties:
* frontier orbital gap: 9.9 eV
* LUMO energy: 0.697 eV
* energy above the lowest of the compared OMol25 structures with the same formula, charge and spin: 6.199 eV
* SMILES: C=CO/C=N/O/C=N\O

Atom charges from the Löwdin analysis, given in e for atoms 1 to 2: number 1, C, carries 0.042; number 2, C, carries -0.163